The following is a quantum chemistry calculation of a structure of composition C27H37N2OPReSSi, from the Open Molecules 2025 dataset.

```
71
Properties=species:S:1:pos:R:3:mulliken_spin:R:1
Re 0.13 -0.06 0.17 1.030
C -2.62 -3.77 -0.95 0.005
Si -1.06 -3.04 -0.26 -0.018
C 0.21 -3.08 -1.60 0.028
C -0.50 -3.85 1.30 0.003
N -1.32 -1.21 0.19 0.087
C -2.60 -0.70 0.54 0.001
C -3.64 -1.48 1.05 -0.014
C -4.85 -0.88 1.37 0.006
C -5.03 0.48 1.19 -0.014
C -4.00 1.28 0.71 0.008
C -2.80 0.67 0.41 0.015
O -1.66 1.35 0.00 -0.056
C -1.70 2.74 -0.24 0.008
C -2.23 3.21 -1.42 -0.004
C -2.21 4.58 -1.65 0.001
C -1.68 5.44 -0.71 0.000
C -1.15 4.94 0.48 0.005
C -1.17 3.58 0.72 0.013
H -2.29 -4.61 -1.56 0.000
H -3.17 -3.09 -1.60 0.000
H -3.30 -4.17 -0.20 0.000
H 0.52 -4.13 -1.71 0.000
H 1.11 -2.50 -1.41 -0.012
H -0.22 -2.79 -2.56 0.002
H -0.41 -4.93 1.11 0.000
H -1.21 -3.72 2.12 0.000
H 0.48 -3.49 1.62 -0.004
H -3.50 -2.54 1.21 -0.001
H -5.65 -1.49 1.77 0.000
H -5.98 0.94 1.43 0.000
H -4.12 2.35 0.59 0.000
H -2.66 2.53 -2.15 0.000
H -2.63 4.97 -2.57 0.000
H -1.67 6.51 -0.89 0.000
H -0.74 5.62 1.22 0.000
H -0.79 3.17 1.65 -0.004
C 1.44 1.52 3.06 -0.012
P 0.40 0.12 2.59 0.022
C -1.19 0.39 3.40 -0.005
C 1.15 -1.27 3.47 0.005
H 1.37 1.66 4.14 -0.001
H 1.13 2.44 2.56 0.005
H 2.48 1.31 2.80 -0.001
H -1.04 0.50 4.48 0.000
H -1.86 -0.45 3.22 0.000
H -1.67 1.30 3.02 0.002
H 1.35 -0.97 4.49 0.000
H 2.09 -1.55 2.99 -0.002
H 0.48 -2.13 3.47 0.000
C -0.98 0.22 -3.14 0.006
S 0.48 0.71 -2.20 -0.008
C 1.79 -0.12 -3.10 0.001
H -0.97 -0.85 -3.32 0.000
H -0.98 0.77 -4.08 0.000
H -1.86 0.49 -2.56 -0.001
H 1.90 0.38 -4.06 0.000
H 1.56 -1.17 -3.24 0.001
H 2.71 -0.01 -2.53 -0.002
N 7.40 0.34 0.12 0.000
C 6.27 0.15 0.14 0.000
C 4.85 -0.09 0.16 0.001
C 3.97 0.99 0.12 0.015
C 2.61 0.73 0.13 0.028
C 2.10 -0.58 0.19 -0.150
C 3.00 -1.64 0.25 -0.003
C 4.36 -1.39 0.23 0.010
H 4.35 2.00 0.07 0.001
H 1.94 1.61 0.08 0.002
H 2.65 -2.66 0.31 0.001
H 5.06 -2.22 0.27 0.000
```

Properties
2S+1: 2
charge: +2
DFT total energy: -63745.3589 eV
Kohn-Sham gap (alpha / beta): 6.67 / 6.74 eV
strongest force on any atom: 0.00564 Eh/bohr

=====

The following is a quantum chemistry calculation of a cluster of 2 separate species, C6H11IN3O2S in total in a non-equilibrium geometry, from the Open Molecules 2025 dataset.

```
24
Properties=species:S:1:pos:R:3:nbo_charge:R:1
C 0.89 0.31 -0.42 -0.425
C 0.60 -0.87 0.38 -0.325
C -0.38 1.21 -0.81 0.437
C -0.43 -1.80 2.54 -0.671
C -2.61 0.91 -1.64 -0.442
C 0.11 -0.75 1.63 -0.070
N 0.41 2.86 0.50 -0.324
N -0.36 2.45 -0.40 -0.220
N -1.19 0.62 -1.66 -0.503
O 3.48 -1.08 0.08 -0.874
O 2.48 -2.18 -1.75 -0.844
S 3.63 -2.05 -0.93 1.734
I 2.40 1.53 0.46 0.618
H 1.34 -0.11 -1.41 0.282
H 0.79 -1.90 0.11 0.240
H 0.39 -2.27 3.19 0.250
H -0.84 -2.62 1.94 0.227
H -1.30 -1.40 3.09 0.240
H -2.82 1.40 -0.73 0.224
H -3.21 0.16 -2.08 0.243
H -2.92 1.68 -2.34 0.221
H -0.19 0.24 2.04 0.194
H 0.61 3.83 0.31 0.382
H -0.87 -0.14 -2.10 0.406
```

Properties
charge: +1
DFT total energy: -33890.0120 eV
energy above the lowest of the compared OMol25 structures with the same formula, charge and spin: 5.6 kJ/mol
Kohn-Sham gap (alpha / beta): 7.01 / 7.01 eV
strongest force on any atom: 0.08935 Eh/bohr

=====

The following is a quantum chemistry calculation of a structure of composition C12H14N2O2Zn in a non-equilibrium geometry, from the Open Molecules 2025 dataset.

```
31
Properties=species:S:1:pos:R:3:nbo_charge:R:1
C 4.04 -1.46 1.12 -0.635
C 3.47 -1.27 -0.40 -0.270
N 2.87 0.09 -0.56 -0.353
N 1.58 0.06 -1.12 -0.272
C 1.23 1.52 -1.06 0.653
O 1.96 2.51 -1.28 -0.438
C -0.28 1.73 -0.59 -0.092
C -1.19 2.99 -0.51 -0.252
C -2.67 2.74 0.05 -0.129
C -3.19 1.31 0.46 -0.214
C -2.23 0.05 0.37 0.271
C -2.68 -1.43 0.76 -0.491
C -2.61 -2.41 -0.54 -0.607
C -0.78 0.33 -0.15 -0.042
C 0.50 -0.61 -0.35 0.639
O 0.39 -1.75 0.13 -0.437
H 3.67 -2.47 1.52 0.250
H 3.69 -0.63 1.82 0.202
H 5.19 -1.43 1.10 0.250
H 2.80 -2.13 -0.72 0.241
H 4.42 -1.34 -1.08 0.248
H 2.81 0.61 0.32 0.365
H -0.79 4.01 -0.85 0.163
H -3.41 3.63 0.12 0.265
H -4.26 1.22 0.83 0.295
H -3.80 -1.37 1.04 0.254
H -2.11 -1.83 1.66 0.297
H -2.26 -1.76 -1.43 0.211
H -3.59 -2.96 -0.75 0.268
H -1.76 -3.17 -0.38 0.257
Zn -1.01 5.25 0.46 1.104
```

Properties
charge: +2
DFT total energy: -68135.3077 eV
Kohn-Sham gap: 2.69 eV
strongest force on any atom: 0.10382 Eh/bohr

=====

The following is a quantum chemistry calculation of the molecule C5H9NO in a non-equilibrium geometry, from the Open Molecules 2025 dataset.

```
16
Properties=species:S:1:pos:R:3:nbo_charge:R:1
C 1.13 -0.09 -1.98 -0.410
N 0.53 0.25 -0.73 -0.384
C 1.14 -0.41 0.44 -0.320
C -0.25 -0.69 0.02 -0.180
C -1.47 -0.26 0.79 0.587
O -2.47 -0.94 0.74 -0.529
C -1.36 1.00 1.61 -0.729
H 2.08 0.45 -2.05 0.201
H 0.48 0.25 -2.79 0.204
H 1.33 -1.17 -2.06 0.167
H 1.85 -1.23 0.28 0.204
H 1.39 0.57 0.80 0.256
H -0.40 -1.64 -0.50 0.215
H -1.09 1.84 0.97 0.244
H -2.32 1.19 2.10 0.238
H -0.57 0.89 2.37 0.235
```

Properties
DFT total energy: -8866.3355 eV
energy above the lowest of the compared OMol25 structures with the same formula, charge and spin: 277.6 kJ/mol
structure (SMILES): CC(=O)[C@@H]1CN1C
Kohn-Sham gap: 10.40 eV
strongest force on any atom: 0.05161 Eh/bohr

=====

The following is a quantum chemistry calculation of the ion C6H13N with charge -1 in a non-equilibrium geometry, from the Open Molecules 2025 dataset.

```
20
Properties=species:S:1:pos:R:3:nbo_charge:R:1
C 1.44 1.49 -0.38 -0.813
N 0.26 0.67 -0.54 -0.471
C 0.49 -0.57 -1.40 -0.398
C -0.35 -1.73 -0.88 -0.493
C -0.89 -1.20 0.49 -0.436
C -0.11 0.14 0.79 -0.145
C -1.02 1.06 1.68 -0.678
H 1.94 1.81 -1.32 0.190
H 2.23 1.00 0.25 0.145
H 1.07 2.39 0.15 0.185
H 0.29 -0.46 -2.47 0.190
H 1.54 -0.63 -1.18 0.175
H 0.36 -2.52 -0.77 0.200
H -1.26 -2.14 -1.32 0.200
H -1.99 -0.94 0.48 0.180
H -0.69 -1.96 1.25 0.198
H 0.78 -0.14 1.38 0.159
H -1.70 1.32 0.89 0.211
H -0.33 1.90 2.01 0.201
H -1.42 0.51 2.52 0.201
```

Properties
2S+1: 2
charge: -1
DFT total energy: -7920.0970 eV
energy above the lowest of the compared OMol25 structures with the same formula, charge and spin: 121.1 kJ/mol
Kohn-Sham gap (alpha / beta): 2.63 / 8.90 eV
strongest force on any atom: 0.06676 Eh/bohr

=====

The following is a quantum chemistry calculation of a structure of composition C35H61NP3Pt in a non-equilibrium geometry, from the Open Molecules 2025 dataset.

```
101
Properties=species:S:1:pos:R:3:mulliken_spin:R:1
Pt 11.29 10.06 9.94 0.739
C 9.65 7.02 12.26 -0.002
C 9.04 7.21 10.82 0.022
C 7.66 6.57 10.81 0.009
P 9.07 9.01 10.29 0.240
C 7.81 9.16 9.02 -0.006
C 6.56 10.12 9.22 0.005
C 8.52 9.56 7.71 0.133
C 8.72 10.10 11.74 -0.011
C 7.43 10.40 12.23 -0.036
C 7.27 11.42 13.17 0.027
C 5.87 11.66 13.63 -0.001
C 8.36 12.18 13.65 0.012
C 9.64 11.82 13.28 0.009
C 9.83 10.77 12.32 0.023
N 11.07 10.25 11.98 0.337
C 11.91 9.52 12.81 -0.070
C 11.70 9.53 14.26 0.083
C 12.55 8.80 15.07 -0.013
C 13.54 7.99 14.55 0.041
C 14.51 7.19 15.41 -0.004
C 13.82 8.03 13.17 -0.024
C 13.02 8.76 12.27 0.035
P 13.30 8.80 10.44 0.052
C 15.13 9.15 10.45 0.033
C 15.73 9.46 9.02 0.005
C 15.59 10.39 11.30 0.018
C 13.13 7.05 9.69 0.029
C 12.50 7.15 8.30 0.067
C 12.56 5.99 10.65 0.009
H 9.84 5.91 12.41 0.000
H 8.95 7.37 13.07 0.000
H 10.67 7.43 12.35 0.009
H 9.77 6.80 10.09 0.001
H 7.22 6.21 11.74 0.001
H 7.70 5.63 10.18 0.000
H 6.85 7.16 10.41 0.000
H 7.38 8.19 8.86 0.004
H 6.80 11.03 9.78 0.001
H 5.86 9.57 9.82 0.000
H 6.13 10.34 8.24 0.001
H 7.74 9.33 6.91 -0.005
H 9.41 8.94 7.57 -0.013
H 8.78 10.62 7.62 -0.040
H 6.57 9.81 11.89 -0.002
H 5.61 11.01 14.47 0.002
H 5.15 11.35 12.81 0.001
H 5.70 12.68 13.94 0.001
H 8.22 12.90 14.46 0.002
H 10.51 12.35 13.64 -0.002
H 10.99 10.13 14.73 0.005
H 12.45 8.90 16.15 0.000
H 14.15 7.19 16.44 0.001
H 15.48 7.65 15.45 0.003
H 14.72 6.18 15.03 0.002
H 14.66 7.41 12.89 -0.001
H 15.70 8.23 10.86 0.021
H 15.26 8.81 8.27 0.001
H 16.81 9.25 8.96 0.000
H 15.54 10.52 8.79 0.001
H 15.57 11.30 10.69 -0.002
H 16.60 10.22 11.62 0.000
H 14.98 10.63 12.15 -0.003
H 14.18 6.75 9.46 0.001
H 11.41 7.22 8.49 -0.020
H 12.71 6.20 7.75 -0.002
H 12.84 7.99 7.70 -0.001
H 11.53 5.80 10.41 0.000
H 12.65 6.32 11.71 -0.001
H 13.10 5.08 10.66 0.001
C 9.22 12.95 8.58 0.074
C 10.61 13.15 7.98 -0.022
C 10.45 13.19 6.41 0.001
P 11.87 11.86 8.57 0.179
C 12.75 11.18 7.10 -0.008
C 13.75 12.09 6.34 0.002
C 11.80 10.36 6.18 0.040
C 13.11 12.91 9.48 -0.017
C 13.43 14.24 8.79 0.004
C 12.75 13.19 10.93 0.041
H 8.80 13.93 8.72 -0.001
H 9.25 12.51 9.57 -0.030
H 8.63 12.32 7.95 -0.001
H 11.09 14.07 8.33 0.003
H 10.03 12.24 6.07 0.000
H 11.39 13.38 5.93 0.000
H 9.73 13.94 6.16 0.001
H 13.46 10.45 7.59 0.020
H 13.31 13.12 6.29 -0.001
H 13.91 11.70 5.31 0.001
H 14.73 12.07 6.83 0.000
H 10.94 9.93 6.73 -0.005
H 12.44 9.51 5.82 -0.001
H 11.41 10.93 5.32 0.001
H 14.02 12.31 9.34 -0.005
H 12.74 15.01 9.09 0.000
H 13.57 14.17 7.71 -0.001
H 14.37 14.62 9.18 0.001
H 11.79 13.72 10.97 0.003
H 13.54 13.71 11.43 0.001
H 12.60 12.21 11.49 -0.009
```

Properties
2S+1: 3
charge: +1
DFT total energy: -69881.3099 eV
Kohn-Sham gap (alpha / beta): 7.82 / 4.36 eV
strongest force on any atom: 0.06693 Eh/bohr

=====

Look up the strongest force on any atom of the fifth one.
0.06676 Eh/bohr

=====

Among the records above, which one has the lowest DFT total energy?
C35H61NP3Pt